# C34H59ClN2NdO2Si

A structure of composition C34H59ClN2NdO2Si (ωB97M-V/def2-TZVPD, the Open Molecules 2025 dataset).

XYZ file:
```
100
Properties=species:S:1:pos:R:3:forces:R:3:lowdin_spin:R:1
O 2.10042 1.47614 0.91016 -0.0295 -1.6946 1.0656 0.000
O 1.90908 2.37739 -1.30046 0.9374 0.6808 -1.1204 0.000
C 1.84705 1.96746 2.24014 0.4812 0.5666 -0.6599 0.000
C 2.15429 0.96933 3.31994 -0.2521 -0.1041 0.3309 0.000
H 0.78799 2.29998 2.29318 0.4202 -0.1842 -0.0621 0.000
H 2.47124 2.87940 2.27635 -0.2560 -0.2819 0.5376 0.000
H 1.36187 0.20566 3.32378 0.3151 0.0851 0.3034 0.000
H 2.20943 1.45717 4.29122 -0.2268 0.0035 0.0670 0.000
H 3.10735 0.46295 3.16352 -0.0387 0.1553 0.1287 0.000
C 2.67904 0.14712 0.75857 -0.3236 0.5088 0.2319 0.000
C 4.17037 0.32428 0.55193 0.2811 -0.2563 -0.4058 0.000
H 2.17939 -0.35858 -0.08610 0.2144 0.4911 -0.1383 0.000
H 2.45849 -0.51139 1.61844 0.1525 0.3600 -0.3534 0.000
H 4.35512 1.03538 -0.27212 -0.1832 -0.4507 0.4507 0.000
H 4.65179 -0.63011 0.28334 -0.0970 0.2754 0.1880 0.000
H 4.64677 0.72984 1.45746 -0.1506 -0.1770 -0.2501 0.000
C 1.78687 2.14904 -2.71609 -0.2000 0.5481 0.6481 0.000
C 2.67675 3.53951 -0.93169 -0.8595 -0.3207 -0.0337 0.000
C 2.58658 0.93065 -3.09535 0.2995 0.0730 -0.3300 0.000
H 2.12698 3.05411 -3.26420 -0.3619 -0.5704 0.1160 0.000
H 0.70746 2.00005 -2.89004 0.4219 0.0317 -0.2326 0.000
H 3.64450 1.06724 -2.82320 -0.3477 -0.1115 -0.1840 0.000
H 2.50384 0.78806 -4.17615 0.1526 -0.1514 0.0295 0.000
H 2.21183 0.03376 -2.59855 -0.0263 0.0421 0.0361 0.000
C 4.05201 3.50478 -1.51923 0.3862 0.3536 -0.2095 0.000
H 2.69564 3.55129 0.16962 0.0207 -0.0569 -0.5147 0.000
H 2.10021 4.41710 -1.27037 0.3857 0.0046 0.0708 0.000
H 4.58540 2.59152 -1.25018 -0.0455 0.2106 -0.0499 0.000
H 4.61590 4.35981 -1.14238 0.1033 -0.0190 -0.1360 0.000
H 3.99327 3.57542 -2.61183 0.2696 0.0242 0.2337 0.000
H 0.70924 1.90621 -0.17020 -3.1831 -0.5763 -0.1534 0.000
N -0.93073 -2.62408 1.64142 0.0125 -0.1816 -0.4831 -0.008
C -1.81350 -3.62808 1.47114 0.6436 0.4944 0.2365 0.001
C -2.71198 -3.78574 0.38884 -0.1486 0.0779 -0.1852 -0.001
C -2.75946 -3.09841 -0.84004 0.3759 1.1234 0.1416 0.000
C -1.83333 -4.72370 2.49894 -0.2492 -0.4363 0.1103 0.000
H -1.69365 -4.35331 3.52333 0.0828 -0.0159 -0.3501 0.000
H -1.04328 -5.46087 2.28478 -0.2285 0.2077 0.1299 0.000
H -2.80229 -5.23138 2.44487 0.2880 -0.0459 0.0859 0.000
C -3.52140 -3.63609 -2.01582 -0.2262 -0.4944 -0.0719 0.000
H -2.85532 -3.82177 -2.87652 -0.1794 0.1573 0.3550 0.000
H -4.30055 -2.93102 -2.34444 0.3148 -0.0953 0.1072 0.000
H -4.00811 -4.58130 -1.75397 0.1095 0.1813 -0.1058 0.000
N -2.14922 -1.91064 -0.96784 -0.2208 -0.4638 -0.1697 -0.009
C 0.23339 -2.81218 2.48242 -0.2857 -0.2764 0.5353 0.000
C 0.26824 -2.29203 3.79680 0.0136 -0.2127 -0.6214 0.000
C -0.91713 -1.58917 4.38199 -0.3217 0.3377 0.4245 0.000
C 1.40926 -2.47795 4.57676 -0.0192 -0.0234 -0.3002 0.000
H 1.41057 -2.07976 5.59154 0.1273 -0.1152 -0.2253 0.000
C 2.49894 -3.17834 4.07095 0.2384 -0.0910 0.2770 0.000
H 3.38743 -3.31618 4.68708 -0.2250 0.0207 -0.1282 0.000
C 2.44555 -3.74753 2.80510 -0.3496 0.2434 -0.1737 0.000
H 3.25918 -4.35488 2.40996 -0.0691 0.1987 0.2171 0.000
C 1.31649 -3.57153 2.00158 -0.2613 0.1603 0.2225 0.000
C 1.23695 -4.25983 0.67779 0.3044 -0.2956 -0.6930 0.000
C -1.99545 -1.16125 -2.17846 -0.3387 0.1259 -0.1733 0.000
C -2.88218 -0.08485 -2.45242 0.5495 -0.4161 0.2229 0.001
C -4.05713 0.19695 -1.54904 -0.5112 -0.0199 -0.0600 0.000
C -2.60591 0.74401 -3.54133 0.0152 -0.0100 0.0824 0.000
H -3.28815 1.56759 -3.76219 0.2049 -0.2098 0.0187 0.000
C -1.47742 0.53345 -4.32638 0.0914 -0.0663 -0.1879 0.001
H -1.27263 1.18350 -5.17891 -0.0855 -0.1377 0.2657 0.000
C -0.60793 -0.52157 -4.05008 -0.2450 -0.0549 0.1607 0.000
H 0.27710 -0.68996 -4.66443 -0.2364 0.0838 0.1124 0.000
C -0.85871 -1.38400 -2.98027 -0.0117 0.4085 0.1233 0.001
C 0.11919 -2.46657 -2.62613 0.4629 -0.4172 -0.0802 0.000
Nd -1.48930 -0.49876 0.70870 -0.1770 -0.6827 0.4851 3.041
H -0.88102 -0.49416 4.21642 -0.0494 -0.4195 0.0156 0.000
H -0.90753 -1.73309 5.46951 -0.0708 0.1353 -0.2060 0.000
H -1.88095 -1.96884 4.01509 0.3085 0.1462 -0.0216 0.000
H 0.80512 -3.63549 -0.12297 0.0741 -0.2282 0.4372 0.000
H 0.64923 -5.19359 0.73061 0.1125 0.3788 -0.0198 0.000
H 2.25155 -4.54744 0.36712 -0.3073 0.0247 -0.0133 0.000
H -4.90161 0.57311 -2.14715 0.2551 -0.0568 0.2360 0.000
H -3.85179 0.98201 -0.79898 0.0592 -0.1863 -0.1929 0.000
H -4.41270 -0.69274 -1.01204 0.1496 0.2043 -0.1751 0.000
H -0.37211 -3.37723 -2.25683 0.1275 0.2794 -0.0731 0.000
H 0.84601 -2.14628 -1.84934 -0.4226 -0.0637 -0.2972 0.000
H 0.71688 -2.74500 -3.50658 -0.1770 0.1002 0.2520 0.000
H -3.39390 -4.62478 0.47817 0.1922 0.0308 -0.0608 0.000
C -0.50955 1.82483 -0.30757 1.6775 -0.1519 0.2576 -0.003
Si -1.11470 3.53624 -0.76314 -0.3139 1.0904 0.0571 -0.001
H -0.73511 1.10221 -1.13268 0.0439 0.3495 0.3955 0.000
H -1.07081 1.63801 0.64762 0.4190 0.7429 -0.4830 -0.001
C -0.37204 4.77801 0.45627 0.0861 -0.2029 -0.0260 0.000
C -2.98706 3.66392 -0.56144 0.0341 0.0433 -0.1206 0.000
C -0.81374 4.15496 -2.51401 0.0901 0.0118 -0.1113 0.000
H -1.43994 5.05155 -2.66210 0.1675 -0.2859 0.1172 0.000
H -1.11709 3.42041 -3.26926 0.0422 0.1014 0.0749 0.000
H 0.22146 4.44843 -2.71854 -0.1640 -0.0830 0.0424 0.000
H -0.76829 4.60441 1.46661 0.0662 0.0853 -0.1586 0.000
H -0.66468 5.79017 0.14510 0.0331 -0.1799 0.1218 0.000
H 0.72560 4.75126 0.51585 -0.3436 -0.0217 -0.0271 0.000
H -3.34851 3.12894 0.33003 -0.0328 0.2516 -0.3045 0.000
H -3.49338 3.26929 -1.46418 0.0849 0.2149 0.4732 0.000
H -3.22572 4.74386 -0.45887 -0.0484 -0.6301 -0.0693 0.000
Cl -3.87320 -0.39264 2.19557 -0.2951 -0.4586 0.0179 -0.005
C -2.72475 0.96548 2.28608 1.1177 0.6789 -0.1713 -0.015
H -2.19453 0.95156 3.25357 -0.6632 0.0805 -0.1568 0.000
H -3.23486 1.91934 2.09682 0.0424 -0.5000 0.2808 -0.001
```
Positions in Å, forces in eV/Å.

The value obtained for the HOMO energy (alpha / beta) is -10.80 / -10.84 eV. Its LUMO energy (alpha / beta) is -2.588 / -2.494 eV. Its charge is +1. The expectation value of S² is 3.754. As for the multiplicity: 4. The HOMO-LUMO gap (alpha / beta) comes out at 8.2 / 8.3 eV.

***

# C34H59ClNPPbSi

A structure of composition C34H59ClNPPbSi (ωB97M-V/def2-TZVPD, the Open Molecules 2025 dataset).

XYZ file:
```
98
Properties=species:S:1:pos:R:3:forces:R:3:lowdin_charge:R:1
Pb -1.41573 -0.17487 3.73457 0.5446 1.3440 -1.4189 1.248
Cl -2.70533 -0.87836 1.60095 -0.0325 0.0125 0.3102 0.024
P 0.17084 -0.25362 -1.24624 0.3098 -0.1459 0.6681 1.122
C -3.18342 1.77018 4.06365 -1.6704 1.2336 0.5499 -0.316
H -2.78003 1.31440 4.98587 -0.2738 0.2281 -0.5511 0.006
H -4.21799 2.01224 4.36062 0.1894 -0.0337 -0.0044 0.089
C 1.45247 -1.31691 -2.10144 -0.5441 0.1676 -0.0379 -0.455
C 0.30533 1.46976 -1.97316 -0.1760 -0.5087 0.1305 -0.446
C 2.87252 -0.79328 -1.82309 0.0366 -0.1826 -0.0746 -0.218
H 1.33242 -2.27423 -1.55597 0.1280 0.2027 -0.1314 0.104
C 3.92033 -1.83494 -2.24211 -0.1384 0.0310 0.0379 -0.201
H 3.04263 0.13685 -2.38824 -0.0597 -0.2174 0.1295 0.100
H 2.99860 -0.54781 -0.75803 -0.0806 -0.0107 -0.2128 0.095
C 3.73753 -2.30435 -3.69090 -0.0413 0.1087 -0.0533 -0.204
H 4.92336 -1.41352 -2.10683 -0.0765 -0.1365 -0.0186 0.108
H 3.83809 -2.69954 -1.56958 0.0171 0.0740 -0.0483 0.111
C 2.28923 -2.68984 -4.02263 -0.0782 -0.0053 0.0131 -0.198
H 4.05936 -1.50267 -4.36933 -0.0574 -0.0475 0.0630 0.112
H 4.39444 -3.16079 -3.88203 -0.0347 0.1354 -0.0291 0.105
C 1.27540 -1.61986 -3.59157 0.3579 -0.1229 -0.1978 -0.212
H 2.18643 -2.87385 -5.09910 0.0809 -0.0697 0.1420 0.108
H 2.04198 -3.62882 -3.50788 0.0145 0.0588 -0.0662 0.112
H 1.44148 -0.70996 -4.18223 -0.0216 -0.2454 0.1106 0.096
H 0.25696 -1.96296 -3.81630 0.2931 0.1095 0.0549 0.086
C -1.51373 -0.93503 -1.71507 0.3262 0.4952 0.0729 -0.473
C 0.66322 1.58615 -3.45319 -0.1349 0.3547 -0.1313 -0.220
H -0.70982 1.88550 -1.83038 0.2660 -0.0588 -0.0048 0.091
C 0.55436 3.05176 -3.89056 0.0469 -0.0072 0.0031 -0.196
H 1.69429 1.23971 -3.61324 -0.2028 0.0948 0.0285 0.099
H 0.00436 0.96525 -4.07626 0.2027 0.1616 0.1734 0.095
C 1.43370 3.98043 -3.04350 0.0817 -0.0279 0.0184 -0.201
H 0.83322 3.13531 -4.94758 -0.0693 0.0984 0.1018 0.108
H -0.49467 3.36677 -3.80643 0.0771 -0.0376 -0.0180 0.114
C 1.25617 3.77928 -1.53202 -0.0847 -0.0508 -0.0095 -0.206
H 2.48723 3.80544 -3.30006 -0.0904 -0.0199 0.0041 0.112
H 1.21630 5.02399 -3.29888 0.0966 -0.1053 -0.0053 0.106
C 1.28587 2.30168 -1.12446 -0.0792 0.0672 0.0345 -0.218
H 2.04678 4.31630 -0.99147 -0.1692 -0.0025 -0.0818 0.111
H 0.29815 4.21891 -1.21310 0.1177 -0.0891 -0.0755 0.100
H 2.30608 1.90805 -1.25811 -0.2116 0.0680 0.0549 0.106
H 1.04797 2.19931 -0.05413 0.0534 -0.0145 -0.2767 0.081
C -1.53540 -2.47034 -1.69790 -0.0334 0.0847 -0.0425 -0.221
H -2.11903 -0.60138 -0.84687 0.1488 -0.1033 -0.4892 0.019
C -2.97294 -2.98545 -1.81729 -0.0012 0.0795 0.0658 -0.199
H -0.94175 -2.86196 -2.53634 -0.1069 0.0151 0.1820 0.101
H -1.08008 -2.84870 -0.77176 -0.0864 0.1481 -0.2339 0.076
C -3.67706 -2.42228 -3.05785 0.1168 -0.0183 -0.0336 -0.203
H -2.96343 -4.08194 -1.85961 -0.0808 0.1351 0.0306 0.108
H -3.52539 -2.69621 -0.91199 0.0683 -0.0280 -0.1184 0.099
C -3.57209 -0.89675 -3.16543 -0.0131 0.0840 0.1029 -0.197
H -3.22698 -2.87255 -3.95261 -0.0188 0.0252 0.0459 0.111
H -4.73168 -2.71966 -3.04981 0.1164 0.0118 -0.0517 0.106
C -2.13555 -0.38312 -2.99815 -0.1711 -0.2800 -0.1816 -0.213
H -3.96233 -0.56402 -4.13401 -0.0579 -0.0403 0.1224 0.107
H -4.19705 -0.43501 -2.38815 0.0587 -0.0621 -0.0793 0.116
H -1.53449 -0.70267 -3.86451 -0.1294 0.0762 0.1405 0.103
H -2.14245 0.71594 -2.99884 0.0294 -0.2509 0.0224 0.103
C 0.22311 -2.45154 2.51192 0.7056 -0.4932 -1.8986 -0.122
C 0.06868 -2.01836 3.74157 1.7729 -1.5448 2.9432 -0.406
H 0.86634 -1.92527 1.80151 -0.1523 0.0420 0.2981 0.104
C -0.61018 -2.88592 4.83153 -0.1259 0.2350 -0.0310 -0.223
H 0.81114 -1.30637 4.16321 -0.4596 -0.1260 -0.5569 0.106
C -1.41761 -4.08094 4.29275 -0.0451 -0.4904 0.0611 -0.194
H 0.15837 -3.26687 5.52248 -0.0534 0.2862 -0.3094 0.118
H -1.27853 -2.27290 5.46419 0.3340 -0.0896 -0.1913 0.060
C -1.68470 -4.04713 2.78804 0.0668 0.1807 -0.1457 -0.209
H -0.86583 -5.00308 4.52618 -0.1160 0.1675 -0.0625 0.112
H -2.37352 -4.15326 4.82919 0.2335 -0.0133 -0.0923 0.111
C -0.39805 -3.70511 2.01278 -0.9612 -0.5181 -0.2254 -0.169
H -2.06935 -5.02113 2.45749 0.0534 0.2312 0.0879 0.115
H -2.44822 -3.29128 2.55392 0.2345 -0.2294 0.0150 0.048
H 0.30092 -4.55436 2.11526 0.0826 0.3829 0.0359 0.135
H -0.61545 -3.63251 0.93833 0.0833 0.0649 0.3246 0.088
C -2.13830 2.64482 0.68876 -0.4274 0.0472 -0.1235 -0.160
Si -1.21615 2.95434 2.28276 1.0992 -1.1963 -0.0892 0.347
C -0.27681 4.54651 2.12341 0.1000 0.4694 0.0936 -0.158
C -2.45193 3.06792 3.68551 -0.0528 0.4443 -0.0782 -0.302
N -0.15991 1.59734 2.61075 -1.8696 -0.3507 0.4045 -0.193
C 1.19985 1.60978 2.82053 0.8493 -0.3040 0.4217 -0.425
C 2.01954 0.69081 2.10757 -0.1057 0.3233 0.3805 -0.082
C 3.39036 0.63410 2.33457 -0.0912 0.2780 0.2706 -0.100
C 3.98280 1.49162 3.27363 -0.0177 -0.0144 -0.0052 -0.117
C 3.19112 2.39494 3.99638 0.0557 -0.1507 -0.2623 -0.104
C 1.81588 2.45502 3.78573 0.0102 -0.3931 -0.5178 -0.056
H -3.12469 3.12866 0.74375 0.1068 -0.0868 -0.1630 0.037
H -2.29349 1.57186 0.51628 0.0469 0.2439 0.0408 -0.022
H -1.60918 3.06813 -0.17511 -0.0424 -0.0841 0.1999 0.013
H -0.99250 5.36683 1.96148 0.2105 -0.0930 0.0099 0.040
H 0.30893 4.77097 3.02433 -0.1287 0.0445 -0.2482 0.024
H 0.40902 4.52159 1.26416 -0.1542 -0.0280 0.2186 0.025
H -3.36431 1.08590 3.21411 0.1970 0.1479 0.3116 -0.024
H -1.93344 3.48355 4.56132 -0.1685 -0.0504 -0.1292 0.078
H -3.17489 3.82980 3.35175 0.0232 -0.1755 0.2703 0.077
H 1.53103 0.05096 1.36580 0.1638 0.3059 0.1825 0.047
H 3.99570 -0.08089 1.77373 -0.0746 0.2179 0.1617 0.095
H 5.06048 1.45502 3.44073 -0.3050 0.0089 -0.0193 0.092
H 3.64955 3.06098 4.73005 -0.0723 -0.2125 -0.1957 0.098
H 1.18550 3.14948 4.34821 0.2415 -0.2600 -0.1238 0.097
```
Positions in Å, forces in eV/Å.

The value obtained for the HOMO energy is -7.15 eV. Its LUMO energy is 0.052 eV. Its charge is 0. The HOMO-LUMO gap comes out at 7.2 eV.

***

Computed max |F| (eV/Å) in order:
3.2 3.8